{"formula": "C37H38N2O2", "method": "ωB97M-V/def2-TZVPD", "elements": ["N", "C", "O", "C", "O", "C", "C", "C", "C", "N", "C", "H", "H", "H", "H", "H", "H", "H", "H", "C", "C", "C", "C", "C", "C", "H", "H", "H", "H", "H", "H", "C", "C", "C", "C", "C", "C", "H", "H", "H", "H", "H", "H", "C", "C", "C", "C", "C", "C", "H", "H", "H", "H", "H", "H", "C", "C", "C", "C", "C", "C", "H", "H", "H", "H", "H", "H", "C", "C", "C", "C", "C", "C", "H", "H", "H", "H", "H", "H"], "xyz": [[4.28574, 0.88438, 2.33045], [3.14005, 1.12730, 1.40918], [2.49463, 2.41156, 1.57182], [1.26049, 2.31339, 2.25538], [1.08076, 3.02362, 3.27263], [0.04744, 1.38822, 1.80991], [-0.02049, 0.84151, 0.37888], [-1.24529, -0.05475, 0.19978], [-2.18556, -0.28093, 1.35974], [-2.19067, 0.23400, 2.67938], [-1.04218, 1.04954, 2.79850], [3.90918, 0.38927, 3.16227], [4.85002, 0.15270, 1.85290], [2.44603, 0.22651, 1.48300], [3.58043, 1.12393, 0.34341], [0.76811, 1.07256, -0.39910], [-1.44555, -0.55010, -0.80455], [-3.06011, -0.99843, 1.14840], [-0.92566, 1.53471, 3.83531], [5.81741, -1.32496, -2.56677], [4.86568, -0.77837, -1.71222], [3.53367, -1.16969, -1.81142], [3.15318, -2.10495, -2.76878], [4.10364, -2.64452, -3.62932], [5.43574, -2.25610, -3.52766], [6.85639, -1.02509, -2.48496], [5.16248, -0.04694, -0.96716], [2.79168, -0.74584, -1.14236], [2.11582, -2.41215, -2.84474], [3.80620, -3.36940, -4.37972], [6.17706, -2.67878, -4.19726], [9.40742, -0.12987, -3.73886], [9.22334, 0.56663, -2.54865], [10.29210, 0.75236, -1.67778], [11.54515, 0.23750, -1.99523], [11.72720, -0.46692, -3.18110], [10.65928, -0.64947, -4.05375], [8.57517, -0.26871, -4.42089], [8.24554, 0.96614, -2.29978], [10.14890, 1.29837, -0.75150], [12.37920, 0.38426, -1.31782], [12.70282, -0.87348, -3.42600], [10.80197, -1.19667, -4.97938], [0.00436, 3.71742, 7.40356], [-0.61866, 3.75137, 8.64707], [-2.00723, 3.77946, 8.72994], [-2.77338, 3.77792, 7.56844], [-2.15013, 3.75322, 6.32467], [-0.76152, 3.72140, 6.24163], [1.08669, 3.68884, 7.33929], [-0.02135, 3.75515, 9.55287], [-2.49271, 3.80254, 9.69978], [-3.85592, 3.79722, 7.63276], [-2.74734, 3.75796, 5.41858], [-0.27558, 3.69986, 5.27143], [-6.65338, 0.71024, -0.09264], [-5.26277, 0.66609, -0.10857], [-4.59163, 0.30188, -1.27133], [-5.31116, -0.02261, -2.41777], [-6.70151, 0.01266, -2.39880], [-7.37291, 0.38043, -1.23726], [-7.17659, 1.00070, 0.81192], [-4.70217, 0.91673, 0.78612], [-3.50811, 0.27096, -1.28470], [-4.78789, -0.30409, -3.32520], [-7.26282, -0.24607, -3.29051], [-8.45725, 0.41011, -1.22338], [-10.26132, -3.44216, -3.30111], [-9.45131, -2.87907, -2.32009], [-8.09552, -3.18727, -2.27497], [-7.54988, -4.06258, -3.20891], [-8.36167, -4.63287, -4.18440], [-9.71681, -4.32181, -4.23183], [-11.31707, -3.19650, -3.34008], [-9.87711, -2.19842, -1.59014], [-7.46367, -2.74535, -1.51208], [-6.49234, -4.30102, -3.17555], [-7.93758, -5.32000, -4.90916], [-10.34914, -4.76468, -4.99380]], "lowdin_charge": [0.02, -0.28, -0.02, -0.35, 0.06, -0.07, 0.03, -0.05, -0.14, 0.06, -0.06, 0.08, 0.07, 0.13, 0.12, 0.11, 0.09, 0.11, 0.12, -0.09, -0.09, -0.10, -0.09, -0.09, -0.09, 0.08, 0.09, 0.08, 0.10, 0.10, 0.10, -0.10, -0.11, -0.09, -0.10, -0.10, -0.10, 0.10, 0.10, 0.10, 0.10, 0.10, 0.10, -0.09, -0.10, -0.10, -0.10, -0.10, -0.09, 0.10, 0.10, 0.10, 0.10, 0.10, 0.08, -0.09, -0.10, -0.10, -0.09, -0.11, -0.10, 0.10, 0.09, 0.07, 0.10, 0.10, 0.10, -0.10, -0.10, -0.11, -0.09, -0.10, -0.10, 0.10, 0.10, 0.10, 0.10, 0.10, 0.10], "homo_lumo_gap_ha": 0.31289, "energy_ev": -46056.953, "lumo_ev": -0.6, "smiles": "NCOC(=O)c1cccnc1.c1ccccc1.c1ccccc1.c1ccccc1.c1ccccc1.c1ccccc1"}